Computed, not measured: one molecule with the formula C5H6O2, with ωB97M-V/def2-TZVPD.

Each line ends with the Mulliken charge.
Atoms and positions in Å:
C  -1.782  0.701  2.205  0.219
C  -1.548  0.347  1.074  -0.484
C  -1.000  -0.229  -0.165  0.308
O  -1.682  -0.766  -1.008  -0.515
C  0.531  -0.166  -0.170  0.389
C  1.142  -0.542  -1.499  -1.278
O  0.985  1.124  0.182  -0.523
H  -2.003  0.979  3.216  0.392
H  0.840  -0.905  0.591  0.167
H  2.227  -0.455  -1.420  0.353
H  0.796  0.123  -2.294  0.326
H  0.885  -1.571  -1.758  0.348
H  0.609  1.360  1.044  0.297

highest occupied orbital energy = -0.3730 Ha
Kohn-Sham gap = 10.201 eV
SMILES = C#CC(=O)[C@@H](C)O
LUMO = 0.051 eV

Computed, not measured: one molecule with the formula C5H6O2, with ωB97M-V/def2-TZVPD.

Each line ends with the Mulliken charge.
Atoms and positions in Å:
O  -3.499  0.563  -0.526  -0.453
C  -2.473  -0.070  -0.521  0.051
C  -1.642  -0.294  0.738  -0.609
C  -0.222  -0.156  0.477  -0.188
C  0.960  -0.235  0.275  0.488
C  2.365  -0.090  -0.084  -0.543
O  2.519  0.901  -1.078  -0.511
H  -2.052  -0.494  -1.454  0.352
H  -1.999  0.402  1.500  0.279
H  -1.712  -1.328  1.105  0.263
H  2.944  0.136  0.824  0.270
H  2.743  -1.026  -0.503  0.282
H  2.067  1.691  -0.754  0.318

highest occupied orbital energy = -0.3652 Ha
Kohn-Sham gap = 10.653 eV
SMILES = O=CCC#CCO
LUMO = 0.715 eV

Computed, not measured: one molecule with the formula C5H6O2, with ωB97M-V/def2-TZVPD.

Each line ends with the Mulliken charge.
Atoms and positions in Å:
C  0.745  1.570  0.941  -1.202
C  0.211  0.541  -0.095  0.809
O  -1.214  0.535  -0.123  -0.390
C  -1.608  -0.792  -0.565  -0.362
C  -0.549  -1.584  -0.710  -0.529
C  0.665  -0.912  -0.371  -0.053
O  0.930  0.235  -1.204  -0.463
H  0.388  2.602  0.823  0.309
H  1.738  1.718  0.895  0.434
H  0.547  0.964  1.949  0.224
H  -2.657  -0.913  -0.727  0.438
H  -0.717  -2.626  -0.933  0.344
H  1.520  -1.338  0.120  0.441

highest occupied orbital energy = -0.3453 Ha
Kohn-Sham gap = 10.429 eV
SMILES = C[C@]12OC=C[C@H]1O2
LUMO = 1.034 eV

Computed, not measured: one molecule with the formula C5H6O2, with ωB97M-V/def2-TZVPD.

Each line ends with the Mulliken charge.
Atoms and positions in Å:
C  -0.323  2.239  -0.070  -0.162
C  -0.460  1.101  0.300  -0.476
C  -0.280  -0.325  0.615  0.573
C  -1.323  -1.232  -0.024  -1.216
O  1.017  -0.797  0.183  -0.272
C  1.921  0.010  -0.418  0.273
O  2.977  -0.403  -0.804  -0.478
H  -0.102  3.217  -0.438  0.393
H  -0.299  -0.463  1.701  0.145
H  -1.378  -1.050  -1.101  0.327
H  -2.310  -1.074  0.420  0.367
H  -1.035  -2.272  0.148  0.331
H  1.594  1.049  -0.513  0.197

highest occupied orbital energy = -0.3740 Ha
Kohn-Sham gap = 11.028 eV
SMILES = C#C[C@@H](C)OC=O
LUMO = 0.850 eV

Computed, not measured: one molecule with the formula C5H6O2, with ωB97M-V/def2-TZVPD.

Each line ends with the Mulliken charge.
Atoms and positions in Å:
C  1.940  -0.649  0.892  -0.585
C  1.064  -0.006  0.335  -0.272
C  -0.016  0.298  -0.619  0.459
C  -0.568  1.718  -0.533  -0.077
O  -1.736  1.971  -0.390  -0.452
C  -0.982  -0.782  -0.101  -0.499
O  -0.630  -0.890  1.280  -0.528
H  2.975  -0.819  0.764  0.340
H  0.400  0.163  -1.634  0.366
H  0.190  2.522  -0.627  0.333
H  -0.863  -1.732  -0.636  0.256
H  -2.025  -0.451  -0.147  0.313
H  0.253  -1.341  1.415  0.345

highest occupied orbital energy = -0.3566 Ha
Kohn-Sham gap = 10.350 eV
SMILES = C#C[C@H](C=O)CO
LUMO = 0.648 eV

Computed, not measured: one molecule with the formula C5H6O2, with ωB97M-V/def2-TZVPD.

Each line ends with the Mulliken charge.
Atoms and positions in Å:
C  -2.097  -1.311  -1.165  -0.797
C  -1.195  -0.560  -0.591  0.232
C  -0.263  -0.067  0.192  0.105
O  0.059  -0.827  1.309  -0.476
C  0.597  1.177  0.108  -0.449
C  2.034  0.687  0.178  0.114
O  2.679  0.683  1.196  -0.460
H  -3.165  -1.206  -0.978  0.237
H  -1.813  -2.145  -1.806  0.231
H  -0.138  -0.284  2.080  0.325
H  0.428  1.782  1.009  0.271
H  0.429  1.809  -0.771  0.319
H  2.446  0.262  -0.760  0.350

highest occupied orbital energy = -0.3419 Ha
Kohn-Sham gap = 10.069 eV
SMILES = C=C=C(O)CC=O
LUMO = 0.765 eV

Computed, not measured: a 2-piece molecular cluster, C5H6O2 overall, with ωB97M-V/def2-TZVPD.

Each line ends with the Mulliken charge.
Atoms and positions in Å:
C  -1.336  0.034  -1.537  -0.733
C  -0.400  -0.401  -0.745  -0.025
C  0.550  -0.841  0.051  -0.002
C  1.994  -0.426  -0.034  -1.011
H  -1.912  0.928  -1.297  0.257
H  -1.573  -0.479  -2.467  0.245
H  0.281  -1.557  0.827  0.354
H  2.145  0.335  -0.804  0.339
H  2.637  -1.283  -0.267  0.305
H  2.331  -0.020  0.927  0.276
O  -1.255  0.443  2.576  -0.394
C  -1.568  1.231  1.775  0.791
O  -1.894  2.035  0.995  -0.402

highest occupied orbital energy = -0.3497 Ha
Kohn-Sham gap = 10.171 eV
SMILES = C=C=CC.O=C=O
LUMO = 0.656 eV

Computed, not measured: one molecule with the formula C5H6O2, with ωB97M-V/def2-TZVPD.

Each line ends with the Mulliken charge.
Atoms and positions in Å:
O  -1.839  -2.019  -1.147  -0.468
C  -1.455  -0.912  -0.852  -0.246
C  0.004  -0.458  -0.996  0.372
O  0.161  0.956  -1.139  -0.376
C  0.399  1.500  0.401  -0.397
C  0.210  0.355  1.364  -0.216
C  0.823  -0.277  0.236  -0.413
H  -2.146  -0.139  -0.458  0.379
H  0.471  -1.073  -1.789  0.359
H  1.382  1.968  0.437  0.244
H  0.903  0.395  2.204  0.222
H  -0.799  0.088  1.646  0.194
H  1.885  -0.384  0.094  0.347

highest occupied orbital energy (spin up / spin down) = -0.3009 / -0.3010 Ha
Kohn-Sham gap (spin up / spin down) = 8.466 / 8.467 eV
SMILES = O=C[C@H]1O[C@H]2C[C@H]21
LUMO (spin up / spin down) = 0.277 / 0.277 eV

Computed, not measured: one molecule with the formula C5H6O2, with ωB97M-V/def2-TZVPD.

Each line ends with the Mulliken charge.
Atoms and positions in Å:
C  1.512  0.684  -1.399  -1.155
C  0.397  0.480  -0.425  0.074
C  0.383  -0.474  0.521  -0.331
C  -0.785  -0.717  1.365  -0.260
O  -2.196  -1.562  0.817  -0.398
C  -2.100  -0.283  0.944  0.667
O  -2.770  0.661  0.614  -0.583
H  1.132  0.572  -2.424  0.298
H  1.918  1.698  -1.326  0.311
H  2.318  -0.041  -1.251  0.317
H  -0.443  1.171  -0.504  0.360
H  1.268  -1.078  0.706  0.290
H  -0.634  -1.111  2.362  0.410

highest occupied orbital energy = -0.3713 Ha
Kohn-Sham gap = 9.930 eV
SMILES = C/C=C/[C@@H]1OC1=O
LUMO = -0.175 eV

Computed, not measured: a 2-piece molecular cluster, C5H6O2 overall, with ωB97M-V/def2-TZVPD.

Each line ends with the Mulliken charge.
Atoms and positions in Å:
O  0.613  -1.859  -2.799  -0.490
C  0.671  -1.566  -1.625  0.105
C  1.252  -0.313  -1.126  -0.632
C  1.072  0.035  0.139  0.504
C  0.591  0.450  1.236  -0.170
C  -0.434  1.076  1.818  -0.226
O  -1.513  0.489  2.345  -0.453
H  0.247  -2.233  -0.844  0.325
H  1.697  0.369  -1.844  0.286
H  -0.467  2.156  1.935  0.376
H  -1.476  -0.462  2.163  0.345
H  -1.314  1.082  -0.415  0.009
H  -0.938  0.776  -0.982  0.022

highest occupied orbital energy = -0.3340 Ha
Kohn-Sham gap = 8.763 eV
SMILES = O=CC=C=C=CO.[H][H]
LUMO = -0.325 eV

Computed, not measured: one molecule with the formula C5H6O2, with ωB97M-V/def2-TZVPD.

Each line ends with the Mulliken charge.
Atoms and positions in Å:
O  -2.739  0.838  -1.026  -0.455
C  -1.917  -0.042  -0.991  0.019
C  -1.526  -0.765  0.297  -0.372
C  -0.077  -0.884  0.343  -0.320
C  1.112  -0.694  0.271  0.230
C  2.206  0.287  0.205  -0.373
O  1.606  1.569  0.129  -0.498
H  -1.375  -0.377  -1.898  0.356
H  -1.880  -0.159  1.139  0.216
H  -2.015  -1.743  0.334  0.317
H  2.871  0.203  1.074  0.271
H  2.801  0.170  -0.702  0.296
H  0.934  1.596  0.826  0.314

highest occupied orbital energy = -0.3636 Ha
Kohn-Sham gap = 10.658 eV
SMILES = O=CCC#CCO
LUMO = 0.764 eV

Computed, not measured: one molecule with the formula C5H6O2, with ωB97M-V/def2-TZVPD.

Each line ends with the Mulliken charge.
Atoms and positions in Å:
O  0.745  2.093  0.124  -0.509
C  0.351  0.950  0.213  0.610
C  1.322  -0.205  -0.076  -0.330
O  1.096  -0.763  -1.389  -0.207
C  0.146  -0.198  -2.079  -0.271
C  -1.389  -0.451  1.338  -0.658
C  -1.031  0.646  0.673  -0.157
H  1.229  -1.036  0.629  0.275
H  2.342  0.181  -0.058  0.276
H  0.173  -0.775  -3.033  0.206
H  -0.696  -1.259  1.561  0.180
H  -2.402  -0.571  1.710  0.271
H  -1.739  1.451  0.492  0.314

highest occupied orbital energy = -0.3273 Ha
Kohn-Sham gap = 9.220 eV
LUMO = 0.315 eV

Computed, not measured: one molecule with the formula C5H6O2, with ωB97M-V/def2-TZVPD.

Each line ends with the Mulliken charge.
Atoms and positions in Å:
C  1.208  -0.545  -1.201  -1.224
C  0.105  -0.681  -0.152  0.462
C  -1.161  0.139  -0.277  -0.467
C  -1.276  0.948  0.772  -0.350
C  -0.094  0.746  1.648  0.440
O  0.218  1.311  2.660  -0.559
O  0.652  -0.260  1.101  -0.325
H  2.119  -1.048  -0.851  0.322
H  0.899  -1.025  -2.132  0.354
H  1.471  0.500  -1.387  0.324
H  -0.188  -1.741  -0.116  0.213
H  -1.893  -0.001  -1.065  0.402
H  -2.060  1.658  1.014  0.409

highest occupied orbital energy = -0.3827 Ha
Kohn-Sham gap = 10.980 eV
SMILES = C[C@@H]1C=CC(=O)O1
LUMO = 0.565 eV

Computed, not measured: C5H6O2 as an isolated structure, with ωB97M-V/def2-TZVPD.

Each line ends with the Mulliken charge.
Atoms and positions in Å:
O  -1.027  -0.474  -1.022  -0.570
C  -1.965  0.171  0.076  -0.069
C  -1.182  0.957  1.046  -0.519
C  0.022  1.042  0.756  0.016
C  1.164  0.756  -0.006  -0.330
C  2.135  -0.246  0.531  0.008
O  3.244  -0.433  0.087  -0.490
H  -0.953  -1.423  -0.827  0.389
H  -2.501  -0.669  0.521  0.297
H  -2.668  0.782  -0.496  0.239
H  1.640  1.572  -0.566  0.340
H  0.142  0.069  -0.691  0.323
H  1.742  -0.860  1.372  0.366

highest occupied orbital energy = -0.3355 Ha
Kohn-Sham gap = 9.383 eV
LUMO = 0.254 eV

Computed, not measured: one molecule with the formula C5H6O2S, with ωB97M-V/def2-TZVPD.

Each line ends with the Mulliken charge.
Atoms and positions in Å:
C  1.172  -2.150  1.188  -0.431
C  1.294  -1.803  -0.134  -0.443
C  0.736  -0.599  -0.815  0.584
O  1.556  0.121  -1.467  -0.532
C  -0.550  0.052  -0.440  0.271
S  -1.913  -0.785  -0.617  -0.218
O  -0.422  1.350  -0.379  -0.256
C  -1.386  2.411  -0.123  -0.680
H  1.821  -2.939  1.792  0.245
H  0.470  -1.457  1.772  0.205
H  2.158  -2.049  -0.705  0.377
H  -1.938  2.527  -1.007  0.339
H  -2.078  2.046  0.715  0.290
H  -0.921  3.275  0.221  0.249

highest occupied orbital energy = -0.3334 Ha
Kohn-Sham gap = 8.317 eV
SMILES = C=CC(=O)C(=S)OC
LUMO = -0.754 eV

Computed, not measured: a 2-piece molecular cluster, C5H6O3 overall, with ωB97M-V/def2-TZVPD.

Each line ends with the Mulliken charge.
Atoms and positions in Å:
C  1.920  0.644  -0.197  -0.322
C  0.644  0.205  0.499  0.389
C  -1.316  0.494  -0.222  0.422
C  -2.575  -0.181  -0.328  -0.560
C  -1.323  -0.856  0.217  -0.230
H  1.684  2.100  -0.892  0.320
H  0.476  0.023  1.685  0.325
H  -1.145  0.374  -1.440  0.070
H  -3.299  0.037  0.479  0.238
H  -3.061  -0.210  -1.467  0.233
H  -1.580  -0.824  1.304  0.216
O  3.054  -0.565  -0.229  -0.415
O  -0.353  1.291  0.325  -0.403
O  0.153  -1.144  -0.032  -0.284

highest occupied orbital energy = -0.3640 Ha
Kohn-Sham gap = 8.212 eV
LUMO = -1.693 eV

Computed, not measured: C5H6O3 as an isolated structure, with ωB97M-V/def2-TZVPD.

Each line ends with the Mulliken charge.
Atoms and positions in Å:
C  0.440  0.750  0.096  0.139
C  -0.199  -0.628  -0.019  -0.355
C  -0.970  0.596  0.545  -0.827
C  -0.239  -1.206  -1.650  0.461
C  1.494  0.894  1.144  -0.199
O  -1.478  -1.501  -1.774  -0.552
O  0.753  -1.278  -2.292  -0.501
O  1.435  0.372  2.228  -0.476
H  -1.427  -1.079  -0.574  0.463
H  0.626  1.280  -0.830  0.428
H  0.133  -1.352  0.715  0.455
H  2.335  1.559  0.872  0.335
H  -1.747  1.029  -0.071  0.353
H  -1.158  0.563  1.610  0.276

highest occupied orbital energy = -0.3808 Ha
Kohn-Sham gap = 10.782 eV
LUMO = 0.419 eV

Computed, not measured: one molecule with the formula C5H6O3, with ωB97M-V/def2-TZVPD.

Each line ends with the Mulliken charge.
Atoms and positions in Å:
O  -1.219  -0.418  -1.231  -0.527
C  -1.561  0.064  -0.028  -0.118
C  -0.556  -0.343  0.959  -0.120
O  0.386  -1.307  0.515  -0.424
C  1.502  -0.772  -0.052  -0.080
C  1.575  0.493  -0.322  -0.158
O  0.577  1.390  -0.225  -0.365
C  -0.553  1.115  0.514  -0.234
H  -1.037  -1.475  -1.240  0.354
H  -2.675  0.066  0.161  0.290
H  -0.758  -0.432  2.064  0.339
H  2.274  -1.544  -0.257  0.356
H  2.450  0.834  -0.923  0.298
H  -0.650  1.887  1.302  0.388

highest occupied orbital energy = -0.3052 Ha
Kohn-Sham gap = 9.095 eV
SMILES = O[C@H]1[C@H]2OC=CO[C@@H]12
LUMO = 0.790 eV

Computed, not measured: a 2-piece molecular cluster, C5H6O3 overall, with ωB97M-V/def2-TZVPD.

Each line ends with the Mulliken charge.
Atoms and positions in Å:
C  1.398  0.445  1.558  -0.558
C  -0.473  0.494  0.451  0.202
C  -2.183  -0.001  -0.765  -0.462
C  -0.944  -0.321  -1.500  -0.458
C  0.087  -0.268  -0.559  0.710
H  1.889  0.659  2.635  0.227
H  2.209  0.825  0.833  0.230
H  1.129  -0.727  1.124  0.300
H  -3.214  0.003  -0.738  0.462
H  -0.682  -0.878  -2.409  0.255
H  1.129  -1.537  -1.529  0.384
O  0.081  1.103  1.519  -0.403
O  -1.762  0.536  0.348  -0.317
O  1.335  -0.333  -0.969  -0.570

highest occupied orbital energy = -0.2861 Ha
Kohn-Sham gap = 7.591 eV
LUMO = -0.194 eV